# 1
Density functional theory data (ωB97M-V/def2-TZVPD) for a molecular structure, C16H23CdN8O4SSe2Te2 in a non-equilibrium geometry.

```
! wB97M-V def2-TZVPD RIJCOSX def2/J DEFGRID3
* xyz -1 1
Cd 2.3336 -1.9176 -0.6991
Se -1.2358 0.3118 -2.4762
Te -3.4276 1.1398 -3.5307
Te 1.1309 1.1275 -2.6303
Se 0.5451 -0.7477 -1.3938
N -1.0552 -3.3947 -1.6163
C -0.9455 -3.2877 -0.1819
C -1.7195 -4.3174 0.6488
C -3.2265 -4.2611 0.3862
C -3.9724 -3.1187 1.0928
N -3.5053 -1.7684 0.8569
C -3.7325 -1.0127 -0.2383
N -4.2293 -1.5273 -1.3486
N -3.6091 0.3072 -0.1488
C 0.5536 -3.3143 0.1693
O 0.9046 -2.6416 1.1566
O 1.3405 -3.9006 -0.6107
H -1.9539 -3.0980 -1.9781
H -0.8034 -4.3186 -1.9483
H -1.2915 -2.2781 0.0937
H -1.5088 -4.1429 1.7055
H -1.3503 -5.3168 0.3952
H -3.6844 -5.1822 0.7546
H -3.3938 -4.2216 -0.6932
H -3.9182 -3.2850 2.1719
H -5.0261 -3.1681 0.8004
H -3.0478 -1.3064 1.6246
H -4.3298 -2.5206 -1.4498
H -4.1023 -0.9535 -2.1951
H -3.0165 0.6966 0.5646
H -3.5648 0.8024 -1.0531
N 0.5065 6.3668 0.5949
C 1.1758 5.2839 0.0732
C 2.3519 5.4597 -0.6575
C 3.0775 4.3665 -1.0913
C 2.6418 3.0857 -0.8202
C 1.4877 2.8994 -0.0761
C 0.7563 3.9842 0.3659
S 3.6484 1.7974 -1.5220
O 3.2903 1.6688 -2.9236
O 5.0254 2.1273 -1.3405
N 3.2789 0.3788 -0.8688
C 3.3927 0.3584 0.4471
N 3.6495 1.5024 1.0965
C 3.5602 1.4754 2.4048
C 3.1938 0.3415 3.1151
C 3.0610 -0.8168 2.3717
N 3.1984 -0.8240 1.0622
H 0.6735 7.2553 0.1514
H -0.4546 6.2165 0.8529
H 2.6982 6.4595 -0.8773
H 3.9970 4.4874 -1.6443
H 1.1522 1.9083 0.2236
H -0.1439 3.8295 0.9402
H 3.7649 2.4206 2.8941
H 3.0327 0.3585 4.1790
H 2.8255 -1.7745 2.8203
*
```

E_LUMO   2.1 eV
Highest occupied orbital energy   -2.61 eV
DFT total energy   -197753.3635 eV
Energy above the lowest of the compared OMol25 structures with the same formula, charge and spin   656.8 kJ/mol

# 2
Density functional theory data (ωB97M-V/def2-TZVPD) for 9 unconnected molecules or ions with the total composition C4H25NO10 in a non-equilibrium geometry.

```
! wB97M-V def2-TZVPD RIJCOSX def2/J DEFGRID3
* xyz 0 1
C -0.2023 -0.3500 -2.9883
C 0.1936 0.9451 -2.2704
N 0.0930 0.6729 -0.8024
C -0.0763 1.9606 -0.0802
C 1.0063 2.2335 0.9250
O 1.9764 1.6246 1.2907
O 0.7744 3.4962 1.3988
H 0.1186 -0.2882 -4.0282
H -1.1878 -0.7918 -2.8305
H 0.4895 -1.1528 -2.6819
H -0.4317 1.7313 -2.6762
H 1.2621 1.0127 -2.4719
H -0.7046 0.0570 -0.7134
H 0.0887 2.7014 -0.8568
H -1.0626 2.0631 0.3563
H 1.3896 3.6682 2.1173
O -0.2537 -3.5132 1.3083
H -0.2182 -2.5584 1.2332
H 0.5650 -3.9810 1.1309
O 1.4686 -1.1296 1.6478
H 1.5900 -0.2045 1.3699
H 2.1524 -1.4311 2.2539
O -3.5504 -0.0539 2.9962
H -2.9142 0.4136 3.5293
H -3.1840 -0.5248 2.2295
O -1.4325 3.8293 -2.5253
H -2.3149 3.5291 -2.7551
H -1.5586 4.2054 -1.6431
O 3.0278 -0.7814 -1.1585
H 3.8106 -0.3293 -0.7938
H 2.2919 -0.4521 -0.6208
O 3.6104 -3.2157 0.4069
H 3.7046 -2.8340 1.2880
H 3.1919 -2.4870 -0.0723
O -3.2358 -1.2160 -1.3888
H -3.1177 -1.7107 -0.5520
H -3.7591 -0.4663 -1.0974
O -2.7723 -2.4710 0.9304
H -2.0395 -3.1182 0.9381
H -3.4363 -2.8552 1.5116
*
```

E_LUMO   0.1 eV
Highest occupied orbital energy   -9.74 eV
DFT total energy   -26519.0568 eV
Energy above the lowest of the compared OMol25 structures with the same formula, charge and spin   223.2 kJ/mol
Structure (SMILES)   CCNCC(=O)O.O.O.O.O.O.O.O.O

# 3
Density functional theory data (ωB97M-V/def2-TZVPD) for a molecular structure, C28H35ClN2ORuSSi2Te2 in a non-equilibrium geometry.

```
! wB97M-V def2-TZVPD RIJCOSX def2/J DEFGRID3
* xyz 2 1
Ru -0.4962 -0.5440 1.4342
Cl -4.9365 5.3229 1.1570
C -3.7311 4.1132 1.4045
C -2.5527 4.4362 2.1057
C -1.5660 3.5032 2.2861
C -1.6975 2.2029 1.7708
O -0.6850 1.3724 1.9204
C -2.9005 1.8638 1.1253
C -3.1814 0.5660 0.6575
N -2.4181 -0.4904 0.7279
C -2.8763 -1.7569 0.2143
C -4.0856 -1.9981 -0.3740
C -4.4148 -3.2839 -0.8532
C -3.5284 -4.3116 -0.7509
C -2.2749 -4.0956 -0.1375
C -1.3138 -5.1188 0.0138
C -0.1472 -4.8552 0.6674
C 0.0804 -3.5657 1.1584
N -0.7711 -2.5610 1.0074
C -1.9641 -2.8189 0.3593
C -3.9064 2.8535 0.9394
H -2.4338 5.4424 2.4966
H -0.6569 3.7425 2.8260
H -4.1642 0.4507 0.2158
H -4.8219 -1.2120 -0.4854
H -5.3862 -3.4439 -1.3025
H -3.7727 -5.2991 -1.1233
H -1.5220 -6.1069 -0.3845
H 0.6078 -5.6172 0.8172
H 0.9886 -3.3526 1.6973
H -4.8297 2.5951 0.4317
C 3.1944 -2.7036 -2.1966
Si 3.3540 -0.9354 -2.7319
C 2.2386 -0.5183 -4.1507
C 5.0895 -0.3814 -3.0096
C 2.7635 0.1051 -1.2277
Te 0.6842 -0.2317 -0.9259
C -0.1384 1.4680 -1.8812
Si 0.6497 3.2003 -1.6260
C -0.7924 4.3480 -1.6757
C 1.7789 3.4690 -3.0649
C 1.5425 3.2557 0.0048
H 3.2816 -3.3928 -3.0431
H 2.2230 -2.8809 -1.7289
H 3.9787 -2.9634 -1.4767
H 2.6501 -0.9077 -5.0883
H 2.1401 0.5692 -4.2639
H 1.2386 -0.9488 -4.0276
H 5.5350 -0.9093 -3.8623
H 5.7193 -0.5682 -2.1330
H 5.1205 0.6915 -3.2310
H 2.8986 1.1773 -1.3771
H 3.3103 -0.1960 -0.3280
H -1.1831 1.4776 -1.5553
H -0.1131 1.2054 -2.9437
H -1.3893 4.1751 -2.5782
H -0.4648 5.3949 -1.6928
H -1.4341 4.2107 -0.8077
H 1.2277 3.3566 -4.0060
H 2.6263 2.7742 -3.0830
H 2.1909 4.4859 -3.0484
H 1.0261 2.6560 0.7577
H 1.5855 4.2880 0.3736
H 2.5761 2.9016 -0.0780
Te 1.8236 -0.6086 2.5412
C 1.2937 -1.4027 4.3204
C 2.0710 -1.5435 5.4640
C 1.3232 -2.0087 6.5600
C 0.0018 -2.2167 6.2418
S -0.3420 -1.8503 4.6196
H 3.1319 -1.3189 5.4953
H 1.7329 -2.1778 7.5478
H -0.7858 -2.5781 6.8946
*
```

E_LUMO (spin up / spin down)   -8.8 / -8.7 eV
Highest occupied orbital energy (spin up / spin down)   -13.02 / -13.13 eV
DFT total energy   -90900.4176 eV
Energy above the lowest of the compared OMol25 structures with the same formula, charge and spin   11.7 kJ/mol